The following is a DFT calculation (ωB97M-V/def2-TZVPD) of a structure of composition C7H19NO.

The geometry in XYZ format:
```
28
Properties=species:S:1:pos:R:3:forces:R:3
C -1.293 0.895 1.106 1.19 -1.18 -1.55
C -1.527 -1.006 -0.782 0.24 -0.10 0.01
C -0.322 1.013 -1.392 0.30 -0.09 -0.05
C -0.294 1.946 1.529 0.53 0.19 -0.26
C -1.545 -0.125 2.193 0.07 -0.54 -0.04
N -0.534 -0.016 -0.380 -3.58 3.20 3.84
H -2.219 1.338 0.733 0.06 -0.13 -0.29
H -1.590 -1.801 -0.038 0.08 0.10 0.07
H 0.522 1.648 -1.117 -0.05 -0.05 0.11
H -1.219 -1.486 -1.718 -0.04 0.18 0.03
H -2.517 -0.554 -0.897 0.02 -0.06 -0.17
H -0.065 0.558 -2.354 -0.13 -0.06 0.12
H -1.205 1.648 -1.512 -0.04 -0.04 -0.14
H -0.648 -0.736 2.376 -0.20 0.17 -0.10
H 0.721 1.520 1.608 -0.33 0.05 -0.01
H -0.258 2.787 0.832 0.04 -0.13 0.00
H -0.530 2.377 2.513 -0.16 -0.28 -0.21
H -2.376 -0.791 1.949 0.14 0.01 -0.02
H -1.799 0.348 3.154 0.07 0.14 -0.36
C 1.752 -1.353 -0.403 -2.73 0.62 1.47
C 2.286 -1.207 -1.798 -0.01 -0.03 -0.10
O 2.569 -0.723 0.554 2.33 0.74 1.10
H 2.635 0.213 0.314 -0.03 -0.41 0.13
H 1.606 -2.390 -0.106 0.53 -0.21 -0.01
H 0.562 -0.607 0.147 1.81 -2.13 -3.44
H 1.653 -1.738 -2.513 -0.04 0.06 -0.08
H 2.331 -0.151 -2.092 -0.04 -0.02 -0.11
H 3.305 -1.605 -1.906 -0.04 0.01 0.08
```
Positions in Å, forces in eV/Å.

The value obtained for the total energy is -407.9258 Ha. The relative energy (zero: lowest compared OMol25 entry of this formula, charge and spin) is 112.6 kcal/mol. The value obtained for the gap between HOMO and LUMO is 6.58 eV. The calculation puts the max |F| at 6.152 eV/A. Its lowest unoccupied orbital energy is 0.0286 Ha.



The following is a DFT calculation (ωB97M-V/def2-TZVPD) of a structure of composition C7H20AsHgN3S.

The geometry in XYZ format:
```
33
Properties=species:S:1:pos:R:3:forces:R:3
Hg -1.504 -0.838 0.468 -0.85 -0.04 -0.64
N -0.711 1.603 -3.182 0.15 1.28 -0.14
N -2.058 1.422 -2.900 -2.67 0.12 0.76
C -2.665 0.210 -3.001 1.25 -0.20 0.65
N -3.987 0.213 -3.074 -0.17 -1.34 0.18
S -1.730 -1.211 -2.861 -0.37 0.09 -0.07
H -0.708 2.008 -4.117 0.40 0.03 0.07
H -0.311 0.686 -3.274 0.21 -0.60 0.21
H -2.631 2.149 -2.393 1.54 -0.76 -1.03
H -4.496 1.046 -3.123 -0.70 1.32 -0.26
H -4.524 -0.644 -3.081 0.42 0.08 0.13
C 0.864 1.998 0.227 -0.47 1.35 -2.43
C 1.750 0.786 0.284 -1.96 -1.39 -1.55
As 0.871 -0.583 1.401 2.34 -0.03 -0.77
C 1.929 -2.175 0.786 0.40 0.55 1.28
C 1.090 -3.099 -0.020 -1.74 -0.83 -1.02
C 1.395 0.078 3.168 -0.79 -1.37 1.52
C 0.173 0.620 3.918 -0.92 -1.02 -0.19
H 1.481 2.857 -0.183 -0.97 -0.76 0.46
H 0.446 2.291 1.164 -0.10 0.33 0.88
H -0.032 1.855 -0.488 1.45 0.15 0.97
H 2.715 1.021 0.687 0.67 -0.26 0.03
H 1.746 0.305 -0.758 0.67 0.73 1.48
H 2.191 -2.691 1.689 0.09 -0.27 0.76
H 2.927 -1.923 0.370 -0.87 0.34 -0.18
H 0.068 -3.300 0.429 1.22 0.10 -0.09
H 1.579 -4.073 -0.151 -0.11 0.23 0.01
H 0.835 -2.725 -1.022 0.31 0.04 0.11
H 2.121 0.838 2.944 0.67 -0.01 0.31
H 1.704 -0.806 3.794 0.61 0.98 -0.92
H -0.298 1.372 3.292 -0.45 0.19 0.29
H 0.264 0.973 4.953 0.77 0.20 -0.48
H -0.496 -0.263 4.052 -0.04 0.76 -0.33
```
Positions in Å, forces in eV/Å.

Its net charge is +1. Its expectation value of S² is 0.7567. The value obtained for the total energy is -3230.0497 Ha. The value obtained for the gap between HOMO and LUMO (alpha / beta) is 7.79 / 6.39 eV. Its spin multiplicity is 2. The calculation puts the max |F| at 2.856 eV/A. Its lowest unoccupied orbital energy (alpha / beta) is -0.1121 / -0.1917 Ha.



The following is a DFT calculation (ωB97M-V/def2-TZVPD) of a structure of composition C7H20ClMnSiTc.

The geometry in XYZ format:
```
31
Properties=species:S:1:pos:R:3:forces:R:3
Mn -0.481 0.631 -0.741 -0.17 -0.87 -2.75
Cl -1.895 2.290 -1.376 0.27 -0.11 0.20
C -1.677 -0.329 0.881 -0.69 -0.72 0.58
H -1.839 -1.079 1.677 -0.29 -0.07 -0.62
H -1.517 -0.926 -0.051 -0.31 -0.25 0.58
H -2.588 0.286 0.816 0.37 -0.22 -0.15
Tc 0.883 -1.613 -2.975 -0.58 -0.22 2.27
C 2.279 -0.086 -2.647 -0.04 0.92 0.16
C -0.883 -0.646 -3.540 -0.50 0.96 0.27
C 0.751 -2.946 -1.557 -0.26 -0.29 0.93
H -1.829 -0.983 -3.061 0.51 -0.12 -0.12
H -0.866 0.453 -3.349 -0.11 -0.46 -0.45
H -1.065 -0.767 -4.631 0.31 -0.07 0.29
H 2.617 0.062 -1.589 -0.18 -0.29 -0.72
H 3.202 -0.192 -3.272 -0.57 -0.14 0.31
H 1.795 0.874 -2.953 0.45 -0.31 0.09
H -0.163 -3.409 -1.098 -0.18 0.52 -1.07
H 1.383 -3.141 -0.650 0.50 0.73 -0.86
C 1.074 1.289 0.747 0.70 0.18 0.78
Si -0.303 0.516 1.858 0.15 0.70 0.78
C 0.369 -0.591 3.183 0.32 -0.42 0.11
C -1.103 1.867 2.839 -0.21 0.41 -0.15
H 1.967 0.683 0.950 -0.13 0.17 -0.39
H 1.201 2.242 1.286 0.09 -0.14 -0.41
H 1.087 1.570 -0.341 0.64 0.18 0.75
H 0.324 -0.060 4.141 0.06 -0.09 -0.28
H -0.268 -1.475 3.282 0.15 -0.04 0.00
H 1.394 -0.926 3.038 0.03 -0.14 -0.05
H -0.720 1.898 3.862 0.01 0.03 -0.16
H -0.958 2.849 2.382 -0.22 0.00 0.03
H -2.172 1.658 2.890 -0.10 0.19 0.08
```
Positions in Å, forces in eV/Å.

Its expectation value of S² is 15.7864. The value obtained for the total energy is -2259.9614 Ha. The relative energy (zero: lowest compared OMol25 entry of this formula, charge and spin) is 0.0 kcal/mol. The value obtained for the gap between HOMO and LUMO (alpha / beta) is 5.78 / 6.10 eV. Its spin multiplicity is 8. The calculation puts the max |F| at 2.890 eV/A. Its lowest unoccupied orbital energy (alpha / beta) is 0.0030 / -0.0102 Ha.



The following is a DFT calculation (ωB97M-V/def2-TZVPD) of a cluster of 2 separate species, C7H20N2 in total.

The geometry in XYZ format:
```
29
Properties=species:S:1:pos:R:3:forces:R:3
C 2.167 -0.930 -1.348 -1.89 -5.33 0.10
C 2.438 1.306 -0.521 0.06 -1.02 -0.63
C 2.626 -0.536 1.066 -2.26 -0.59 1.09
C -2.985 -0.177 1.583 -3.15 1.67 1.96
C -2.785 1.270 -0.475 1.70 0.83 -1.08
C -2.175 -1.035 -0.530 -0.80 -1.65 -0.05
C 0.364 -0.089 0.141 4.93 1.57 4.33
N 1.922 -0.139 -0.183 -1.48 3.14 -0.08
N -2.594 -0.072 0.200 -0.94 0.37 -1.63
H 2.200 -2.094 -1.013 -0.52 2.56 -0.80
H 1.445 -0.833 -2.200 0.65 0.30 1.03
H 3.132 -0.805 -1.651 2.62 0.72 -1.12
H 2.005 2.061 0.128 0.25 -0.20 0.25
H 3.535 1.299 -0.589 -0.31 -0.09 0.76
H 2.171 1.497 -1.546 -0.64 0.16 -0.37
H 2.305 0.339 1.687 1.28 -1.10 0.32
H 2.222 -1.514 1.507 0.25 1.40 -0.77
H 3.651 -0.732 0.874 1.02 0.56 -0.02
H -2.903 -1.173 1.982 0.87 -0.16 0.25
H -2.681 0.720 2.189 0.91 -1.26 -0.54
H -4.132 0.035 1.812 1.75 -0.55 -1.58
H -2.128 1.215 -1.447 -1.53 0.31 1.80
H -3.846 1.562 -0.737 1.12 -0.82 0.57
H -2.319 2.052 0.202 -0.74 -0.90 -0.77
H -2.015 -1.003 -1.602 -0.02 1.16 -0.06
H -0.162 -0.138 -0.704 -1.61 -0.59 -3.32
H -2.046 -2.101 -0.267 -0.22 0.81 1.11
H 0.189 0.967 0.593 0.14 -2.15 -0.26
H 0.398 -0.950 0.849 -1.44 0.84 -0.52
```
Positions in Å, forces in eV/Å.

Its net charge is +2. The value obtained for the total energy is -387.4850 Ha. The relative energy (zero: lowest compared OMol25 entry of this formula, charge and spin) is 13.2 kcal/mol. The value obtained for the gap between HOMO and LUMO is 11.35 eV. The calculation puts the max |F| at 6.747 eV/A. Its lowest unoccupied orbital energy is -0.2972 Ha.



The following is a DFT calculation (ωB97M-V/def2-TZVPD) of a cluster of 2 separate species, C7H20N3OP in total.

The geometry in XYZ format:
```
32
Properties=species:S:1:pos:R:3:forces:R:3
C -3.099 -1.423 -0.728 -3.06 -0.04 -0.91
C -2.068 2.269 0.016 -0.60 -2.10 -2.74
C 1.169 -1.881 1.291 2.48 0.12 -0.95
C 3.181 -1.414 -0.425 -1.61 -3.37 0.54
C -1.843 -0.615 -0.802 0.02 0.22 0.35
C -1.777 1.107 0.914 2.45 -0.07 0.65
C 1.633 -1.401 -0.139 1.28 2.52 1.74
N 2.231 2.654 0.290 -1.54 0.04 4.51
N 1.936 1.320 0.481 -0.14 -1.39 1.39
N -1.210 -0.143 0.438 1.45 1.62 -1.91
O 1.149 0.823 -1.894 -0.94 -0.05 0.17
P 0.978 0.358 -0.497 -0.38 -1.60 0.94
H -2.973 -2.254 -0.003 -0.66 0.55 -0.39
H -4.026 -0.760 -0.596 1.25 -0.78 1.07
H -3.527 -1.813 -1.749 1.81 0.19 1.48
H -2.952 2.184 -0.687 0.89 -0.23 0.77
H -2.267 3.055 0.641 -0.27 2.36 1.29
H -1.183 2.403 -0.609 -0.01 0.50 -0.04
H 0.948 -2.935 1.172 -0.06 -0.28 0.35
H 2.031 -1.778 2.066 -1.83 0.16 -1.13
H 0.252 -1.336 1.391 -0.45 0.11 1.26
H 3.848 -0.966 0.279 0.00 0.69 0.52
H 3.389 -1.138 -1.426 0.28 0.56 -0.93
H 3.390 -2.539 -0.363 0.14 1.36 -0.15
H -1.081 -1.251 -1.075 1.44 -1.81 -1.69
H -1.973 0.118 -1.570 0.16 0.88 -0.47
H -0.985 1.482 1.603 -0.64 -0.11 0.04
H -2.581 0.814 1.512 -1.70 -0.19 1.08
H 1.151 -2.003 -0.847 -0.67 -0.80 -1.27
H 2.515 2.865 -0.566 1.66 0.51 -4.70
H 1.450 3.257 0.503 -0.21 0.00 0.20
H 2.295 0.939 1.378 -0.53 0.45 -1.05
```
Positions in Å, forces in eV/Å.

The value obtained for the total energy is -859.4470 Ha. The relative energy (zero: lowest compared OMol25 entry of this formula, charge and spin) is 61.3 kcal/mol. The value obtained for the gap between HOMO and LUMO (alpha / beta) is 8.52 / 8.52 eV. The calculation puts the max |F| at 5.011 eV/A. Its lowest unoccupied orbital energy (alpha / beta) is 0.0112 / 0.0112 Ha.



The following is a DFT calculation (ωB97M-V/def2-TZVPD) of a cluster of 6 separate species, C7H20O5 in total.

The geometry in XYZ format:
```
32
Properties=species:S:1:pos:R:3:forces:R:3
C 1.157 1.889 0.097 0.05 0.09 -0.05
C 0.316 0.743 -0.428 0.04 0.23 0.20
C -0.118 0.705 -1.681 0.13 -0.20 -0.34
C -1.257 -0.483 1.035 -0.12 -0.20 0.19
C -0.024 -0.326 0.554 -0.19 -0.09 -0.22
C 1.109 -1.204 0.934 -0.24 0.35 0.00
C 1.010 -2.522 1.039 0.11 -0.33 0.02
H 0.568 2.808 0.110 -0.04 0.05 -0.02
H 2.027 2.083 -0.532 -0.02 0.00 -0.01
H 1.510 1.728 1.115 0.02 -0.13 0.02
H -0.675 -0.135 -2.073 -0.08 -0.06 0.13
H 0.132 1.471 -2.407 0.02 0.15 0.14
H -1.472 -1.256 1.763 0.10 -0.04 0.03
H -2.104 0.132 0.765 0.12 0.09 -0.22
H 2.052 -0.685 1.066 0.16 -0.23 -0.04
H 1.861 -3.154 1.262 0.06 0.16 0.10
H 0.075 -3.041 0.864 -0.09 0.11 -0.04
H -0.102 0.649 2.965 -0.07 -0.14 -0.09
H 0.633 -0.604 3.420 -0.03 -0.02 -0.07
O 0.345 0.263 3.723 0.15 0.14 0.30
H -2.932 -0.168 -1.547 -0.03 0.05 0.01
H -3.394 1.140 -0.905 0.09 -0.01 -0.02
O -3.716 0.368 -1.389 -0.04 -0.01 0.00
H 0.662 -2.386 -1.662 -0.09 -0.07 0.00
H -0.223 -3.418 -2.369 0.03 -0.03 -0.01
O -0.142 -2.477 -2.191 0.07 0.06 0.03
H -1.685 2.503 0.852 -0.03 -0.19 0.03
H -2.378 3.502 -0.044 -0.17 -0.06 -0.09
O -2.427 2.584 0.245 0.09 0.31 0.06
H 2.295 -0.320 -1.698 0.20 0.00 0.07
H 3.713 0.207 -1.460 0.02 -0.02 -0.05
O 3.185 -0.596 -1.426 -0.22 0.05 -0.07
```
Positions in Å, forces in eV/Å.

The value obtained for the total energy is -654.8460 Ha. The relative energy (zero: lowest compared OMol25 entry of this formula, charge and spin) is 17.7 kcal/mol. The value obtained for the gap between HOMO and LUMO is 9.94 eV. The calculation puts the max |F| at 0.422 eV/A. Its lowest unoccupied orbital energy is 0.0101 Ha.